{
  "formula": "C73H81BF4O4",
  "method": "wB97M-V/def2-TZVPD",
  "lumo_energy_ev": 0.03,
  "gap_ev": 9.1,
  "max_force_ev_per_a": 1.62,
  "symbols": ["C", "B", "O", "C", "C", "C", "C", "C", "F", "O", "C", "O", "C", "C", "C", "C", "O", "C", "C", "F", "F", "F", "H", "H", "H", "H", "H", "H", "H", "H", "H", "H", "H", "H", "H", "H", "H", "H", "H", "H", "H", "H", "H", "C", "C", "C", "C", "C", "C", "H", "H", "H", "H", "H", "H", "C", "C", "C", "C", "C", "C", "H", "H", "H", "H", "H", "H", "C", "C", "C", "C", "C", "C", "H", "H", "H", "H", "H", "H", "C", "C", "C", "C", "C", "C", "H", "H", "H", "H", "H", "H", "C", "C", "C", "C", "C", "C", "H", "H", "H", "H", "H", "H", "C", "C", "C", "C", "C", "C", "H", "H", "H", "H", "H", "H", "C", "C", "C", "C", "C", "C", "H", "H", "H", "H", "H", "H", "C", "C", "C", "C", "C", "C", "H", "H", "H", "H", "H", "H", "C", "C", "C", "C", "C", "C", "H", "H", "H", "H", "H", "H", "C", "C", "C", "C", "C", "C", "H", "H", "H", "H", "H", "H"],
  "coordinates": [[-0.344, -2.093, 0.183], [0.601, -0.876, -0.158], [1.842, -1.123, -0.739], [0.057, 0.578, 0.172], [1.008, 1.811, 0.061], [2.493, 1.644, 0.220], [2.853, 1.263, 1.654], [4.212, 0.613, 1.704], [5.134, 1.436, 1.079], [0.656, 2.538, -1.120], [-0.301, 1.823, -1.763], [-0.432, 1.775, -2.957], [-1.116, 1.064, -0.690], [-1.926, 0.024, -1.472], [-2.109, 2.023, 0.002], [-2.368, 1.539, 1.411], [-3.596, 2.045, 1.914], [-3.566, 2.131, 3.310], [-3.434, 0.779, 3.999], [-4.080, 0.824, 5.208], [-2.139, 0.426, 4.260], [-4.005, -0.213, 3.259], [-0.014, -2.620, 1.075], [-1.339, -1.726, 0.410], [-0.449, -2.768, -0.656], [2.437, -1.442, -0.058], [-0.120, 0.516, 1.245], [0.725, 2.475, 0.887], [2.939, 2.612, 0.021], [2.940, 0.976, -0.504], [2.919, 2.159, 2.261], [2.117, 0.599, 2.100], [4.560, 0.489, 2.724], [4.220, -0.340, 1.183], [-1.313, -0.670, -2.038], [-2.564, -0.555, -0.811], [-2.582, 0.526, -2.167], [-1.716, 3.034, -0.010], [-3.046, 2.002, -0.537], [-1.542, 1.855, 2.047], [-2.361, 0.450, 1.418], [-4.515, 2.537, 3.638], [-2.788, 2.811, 3.652], [0.299, 2.348, 7.005], [0.830, 3.284, 7.882], [0.062, 4.365, 8.291], [-1.235, 4.514, 7.820], [-1.763, 3.582, 6.938], [-0.997, 2.498, 6.531], [0.895, 1.501, 6.691], [1.843, 3.170, 8.247], [0.476, 5.094, 8.976], [-1.834, 5.357, 8.139], [-2.775, 3.699, 6.569], [-1.408, 1.770, 5.848], [4.292, 0.116, 6.817], [5.140, -0.787, 7.442], [6.506, -0.734, 7.205], [7.026, 0.221, 6.342], [6.178, 1.121, 5.713], [4.812, 1.069, 5.951], [3.227, 0.077, 7.004], [4.736, -1.533, 8.113], [7.168, -1.437, 7.695], [8.091, 0.264, 6.160], [6.582, 1.863, 5.036], [4.150, 1.773, 5.461], [-6.975, -1.859, 3.027], [-6.807, -0.927, 2.013], [-7.775, -0.793, 1.027], [-8.908, -1.595, 1.052], [-9.071, -2.531, 2.063], [-8.106, -2.662, 3.051], [-6.223, -1.958, 3.800], [-5.927, -0.303, 1.989], [-7.644, -0.065, 0.236], [-9.663, -1.490, 0.284], [-9.952, -3.159, 2.081], [-8.235, -3.392, 3.840], [2.751, 1.806, -3.865], [3.636, 0.784, -3.547], [4.944, 0.824, -4.012], [5.366, 1.883, -4.802], [4.480, 2.901, -5.129], [3.174, 2.863, -4.659], [1.732, 1.778, -3.499], [3.304, -0.048, -2.937], [5.633, 0.028, -3.761], [6.385, 1.915, -5.166], [4.807, 3.724, -5.752], [2.484, 3.658, -4.912], [-5.116, 4.512, 0.616], [-5.036, 5.459, -0.396], [-6.071, 5.584, -1.312], [-7.184, 4.761, -1.218], [-7.261, 3.810, -0.210], [-6.227, 3.686, 0.707], [-4.311, 4.414, 1.330], [-4.166, 6.099, -0.471], [-6.010, 6.324, -2.100], [-7.992, 4.861, -1.931], [-8.127, 3.165, -0.139], [-6.286, 2.942, 1.491], [0.740, -2.099, -4.074], [0.621, -3.307, -3.399], [0.119, -4.421, -4.057], [-0.269, -4.327, -5.386], [-0.158, -3.117, -6.057], [0.347, -2.004, -5.402], [1.141, -1.230, -3.566], [0.926, -3.375, -2.363], [0.030, -5.363, -3.533], [-0.658, -5.198, -5.899], [-0.465, -3.043, -7.093], [0.437, -1.060, -5.925], [4.692, -8.231, -3.678], [5.255, -7.089, -4.229], [4.443, -6.036, -4.625], [3.065, -6.124, -4.472], [2.504, -7.270, -3.928], [3.315, -8.323, -3.530], [5.326, -9.051, -3.366], [6.329, -7.019, -4.350], [4.882, -5.144, -5.053], [2.436, -5.303, -4.780], [1.429, -7.345, -3.815], [2.875, -9.216, -3.105], [-1.455, 5.594, 14.016], [-1.956, 5.700, 12.727], [-1.291, 5.093, 11.671], [-0.122, 4.382, 11.904], [0.382, 4.281, 13.194], [-0.285, 4.886, 14.250], [-1.977, 6.064, 14.840], [-2.867, 6.256, 12.544], [-1.683, 5.171, 10.666], [0.394, 3.905, 11.083], [1.295, 3.729, 13.376], [0.107, 4.805, 15.255], [4.954, 1.588, -8.453], [4.012, 1.611, -9.472], [4.422, 1.612, -10.798], [5.776, 1.592, -11.106], [6.718, 1.575, -10.087], [6.307, 1.571, -8.762], [4.635, 1.580, -7.421], [2.957, 1.629, -9.231], [3.687, 1.628, -11.592], [6.096, 1.591, -12.140], [7.773, 1.563, -10.327], [7.042, 1.556, -7.967], [-3.882, -8.194, -8.870], [-3.817, -7.071, -9.682], [-2.780, -6.162, -9.528], [-1.809, -6.376, -8.560], [-1.876, -7.497, -7.744], [-2.912, -8.407, -7.900], [-4.688, -8.905, -8.994], [-4.575, -6.903, -10.435], [-2.728, -5.287, -10.162], [-0.997, -5.669, -8.442], [-1.120, -7.662, -6.987], [-2.965, -9.282, -7.265]],
  "mulliken_charge": [-0.91, 0.86, -0.60, -1.09, 0.35, -1.08, -0.47, -0.39, -0.33, -0.43, -0.59, -0.62, 3.03, -2.20, -2.04, -1.07, 0.13, -0.63, 0.67, -0.31, -0.24, -0.21, 0.48, 0.19, 0.19, 0.14, 0.70, 0.35, 0.69, 0.06, 0.43, 0.23, 0.27, 0.16, 0.27, 0.44, 0.57, 0.34, 0.66, 0.62, 0.56, 0.47, 0.44, -0.60, -0.41, -0.53, -0.60, -0.47, -0.21, 0.43, 0.44, 0.71, 0.40, 0.41, 0.41, -0.28, -0.51, -0.35, -0.39, -0.43, -0.35, 0.36, 0.37, 0.36, 0.37, 0.39, 0.47, -0.38, -0.10, -0.55, -0.40, -0.44, -0.40, 0.40, 0.37, 0.40, 0.37, 0.36, 0.36, 0.12, -0.09, -0.80, -0.35, -0.57, -0.67, 0.25, 0.38, 0.43, 0.41, 0.43, 0.45, -0.08, -0.58, -0.40, -0.39, -0.56, -0.19, 0.29, 0.38, 0.37, 0.37, 0.39, 0.37, -0.19, -0.15, -0.98, 0.06, -0.43, -0.65, 0.26, 0.49, 0.47, 0.19, 0.39, 0.45, -0.41, -0.33, -0.67, 0.15, -0.32, -0.49, 0.36, 0.36, 0.39, 0.34, 0.27, 0.36, -0.37, -0.51, -0.10, -0.13, -0.48, -0.38, 0.36, 0.37, 0.16, 0.36, 0.37, 0.36, 0.10, -0.60, -0.32, -0.44, -0.40, -0.39, 0.28, 0.38, 0.36, 0.35, 0.36, 0.32, -0.34, -0.37, -0.41, -0.32, -0.33, -0.47, 0.35, 0.36, 0.36, 0.40, 0.43, 0.36]
}